Computed, not measured: a cluster of 2 separate species, C3H10N2 in total at a distorted geometry, with ωB97M-V/def2-TZVPD.

Element x y z (Å)
C1 -2.0618 -0.5659 0.6605
N1 -3.1194 -0.9341 0.0688
H1 -1.4133 -1.3398 1.0640
H2 -1.8515 0.4944 0.8288
H3 -3.9531 -0.3910 0.2757
C2 0.8796 1.2015 0.3359
C3 1.7328 0.1781 -0.4064
N2 1.0180 -1.0387 -0.7800
H4 0.2027 1.6109 -0.4240
H5 1.4993 2.0716 0.5587
H6 0.3285 0.8159 1.1839
H7 2.5240 -0.1287 0.2765
H8 2.2614 0.6581 -1.2401
H9 1.6487 -1.8036 -0.9445
H10 0.3041 -0.8287 -1.4580

Results
Kohn-Sham gap: 10.114 eV
ΔE to the lowest compared entry with this formula, charge and spin: 44.15 kcal per mole
energy: -6251.5139 eV
LUMO level: 1.1 eV
SMILES: C=N.CCN